DFT (ωB97M-V with the def2-TZVPD basis set) results for 2 unconnected molecules or ions with the total composition C7H9BO2S at a distorted geometry.

Highest occupied orbital energy in eV: -7.602
HOMO-LUMO gap in eV: 7.73
Energy above the lowest of the compared OMol25 structures with the same formula, charge and spin in kJ/mol: 414.4

The geometry in ORCA input format:
```
! wB97M-V def2-TZVPD RIJCOSX def2/J DEFGRID3
* xyz 0 1
B 3.036 0.244 0.251
C 1.937 1.101 2.630
C -0.227 -2.824 0.503
C 2.317 0.648 1.581
C -0.637 -1.660 0.106
C -0.931 0.405 1.156
C -0.988 -0.212 -0.021
C -1.171 0.432 -1.416
O 2.263 0.426 -0.870
O 4.386 -0.223 0.210
S -1.105 -3.124 -1.173
H 1.120 1.325 3.336
H 0.338 -3.330 1.212
H -1.208 1.416 1.341
H -0.594 -0.150 2.035
H -1.612 1.382 -1.297
H -0.272 0.422 -1.847
H -1.920 -0.177 -1.830
H 2.650 0.241 -1.699
H 4.761 0.133 -0.667
*
```

These are the Löwdin partial charges, in e, on atoms 1 to 2: -0.62 0.08